[1]
The following is a DFT calculation (wB97M-V/def2-TZVPD) of a molecular structure, C23H48As3NOPPd.

Each line ends with the Löwdin charge.
CARTESIAN COORDINATES (ANGSTROEM)
H  0.78803  -1.29682  -5.59679  0.0609
P  0.09512  -0.07296  -3.62029  0.5517
C  -1.37936  2.59251  0.31056  -0.1392
C  0.76638  1.45963  -4.30805  -0.1613
H  -1.76544  0.07359  -5.17756  0.0610
H  4.43896  0.06751  3.30305  0.0704
C  -1.64958  -0.10273  -4.10833  -0.1654
H  3.12659  3.58506  3.16410  0.0806
H  5.80396  0.84837  5.28466  0.0087
H  3.19294  2.64976  4.65232  0.0774
H  3.86040  -1.89874  -0.48339  0.0279
C  3.20313  1.54482  1.38880  -0.3567
C  5.59260  4.58646  4.15562  -0.3490
H  -0.40269  -3.27561  -0.01758  0.0903
H  2.91481  1.84256  -1.72176  0.0278
H  -1.82746  1.72414  2.83294  0.0148
Pd  0.11278  -0.18977  0.21764  0.4853
H  -2.50372  4.38280  0.71032  0.1050
As  5.48365  2.72764  3.54421  1.1127
H  4.29185  1.55375  1.29845  0.0391
H  -2.07855  -1.07371  -3.85910  0.0513
H  1.84078  1.49975  -4.13318  0.0445
H  6.61988  4.81799  4.43406  0.0204
C  3.49143  2.64978  3.59975  -0.3665
H  6.85733  2.22497  5.60579  0.0200
C  0.42718  -1.08081  4.34024  -0.2784
N  -1.64525  -1.59888  0.18348  -0.3468
H  -1.94314  -3.42322  -0.87702  0.1009
H  -2.95135  -2.81599  1.31728  0.1020
H  0.57290  1.50873  -5.37975  0.0606
H  -2.31214  0.20947  3.60178  0.0256
H  5.29082  5.27489  3.36760  0.0178
H  -4.81721  0.83777  0.06989  0.1133
H  5.14470  2.31214  6.04812  0.0252
C  -3.85228  1.32870  0.13809  -0.0420
C  -2.68657  0.60550  -0.08527  -0.2562
C  -1.44649  1.23714  0.03744  -0.1880
C  -2.15183  -2.08128  1.46676  -0.1007
H  -2.46857  -0.87734  -1.58932  0.0937
H  -2.17333  0.67508  -3.55103  0.0603
H  1.96664  -1.42496  -4.27010  0.0523
H  -0.42108  3.09958  0.36107  0.0889
C  3.39730  0.90485  -1.45047  -0.2885
H  4.45472  1.08267  -1.25910  0.0391
H  -1.34753  -2.55009  2.03362  0.0769
H  0.91217  2.39948  2.49276  0.0746
C  3.36337  0.15162  3.47367  -0.0883
H  -2.54709  -1.24530  2.04356  0.0667
C  3.80512  -1.31404  0.43424  -0.2794
O  0.27589  -0.18875  -2.13867  -0.4665
H  2.83703  2.49029  0.97500  0.0848
C  1.31385  1.58816  3.10807  -0.3270
H  0.47083  -2.37276  -4.21518  0.0547
C  -1.13741  -2.72682  -0.60698  -0.0884
H  0.64230  -0.44577  5.19872  0.0356
H  -4.69236  3.24219  0.61986  0.1050
H  1.25216  -1.77045  4.17917  0.0170
C  -1.49728  0.92314  3.48786  -0.2632
H  2.87688  -0.70880  3.01098  0.0369
H  1.13655  1.86328  4.15122  0.0806
C  5.85011  1.93589  5.30611  -0.3431
H  -0.47675  -1.65559  4.53836  0.0256
As  0.10401  0.06696  2.76300  1.1167
C  -3.78279  2.68460  0.43830  -0.0860
C  2.83211  1.45893  2.87783  -0.6885
C  -2.55366  3.32136  0.49906  -0.0959
H  3.29480  0.20301  -2.27690  0.0141
H  0.29313  2.30663  -3.81108  0.0627
H  4.95163  4.73600  5.02529  0.0266
As  2.55001  0.16864  0.14575  1.0993
H  4.79221  -0.91710  0.66817  0.0382
H  3.47643  -1.96835  1.23816  0.0154
C  0.90566  -1.42084  -4.52014  -0.1614
H  -1.25794  1.33202  4.46969  0.0392
H  3.18313  0.11526  4.54979  0.0937
C  -2.69603  -0.84036  -0.52307  -0.1545
H  -0.66282  -2.36202  -1.51354  0.0554
H  -3.68021  -1.29986  -0.37624  0.1314

Atoms 1-6, force components in eV/Å:
0.0 0.0 0.0
-0.1 0.1 -0.3
-0.1 0.0 -0.1
-0.1 -0.2 0.1
0.0 0.0 0.0
0.0 -0.1 0.0

The multiplicity is 3. The energy relative to the best compared isomer or geometry (same formula, charge and spin) is 0.00 kcal per mole. The molar mass is 716.80 g/mol. The total energy comes out at -8211.51462 hartree. The charge is +1. Its HOMO energy (spin up / spin down) is -9.68 / -10.67 eV. The expectation value of S² is 2.0095.

***

[2]
The following is a DFT calculation (wB97M-V/def2-TZVPD) of 2 unconnected molecules or ions with the total composition C2H8NO.

Each line ends with the natural charge from an NBO analysis.
CARTESIAN COORDINATES (ANGSTROEM)
C  -1.10730  0.25464  0.84005  -0.6273
H  1.01129  1.11417  -1.46708  0.3460
H  -2.11721  -0.16049  1.00201  0.1618
H  -1.18158  1.30062  1.11140  0.1906
N  0.63194  0.39658  -0.87959  -0.9649
O  2.41511  -0.80997  0.73986  -1.3067
H  -0.93869  -0.91305  -1.02143  0.1457
H  1.32778  -0.00051  -0.16897  0.4545
H  2.54120  -1.69678  0.40031  0.3987
C  -0.76253  0.11897  -0.65539  -0.1910
H  -0.42240  -0.43617  1.34255  0.2453
H  -1.39760  0.83199  -1.24371  0.1475

Atoms 1-6, force components in eV/Å:
-1.1 -1.4 -1.1
-0.6 0.2 -0.1
0.0 0.0 0.0
0.7 0.1 0.5
0.7 -0.2 0.5
0.0 0.3 0.3

The multiplicity is 1. The energy relative to the best compared isomer or geometry (same formula, charge and spin) is 13.24 kcal per mole. The molar mass is 62.09 g/mol. The total energy comes out at -210.96314 hartree. The charge is -1. Its HOMO energy is -2.71 eV.

***

[3]
The following is a DFT calculation (wB97M-V/def2-TZVPD) of a molecular structure, C27H23F8IrN4O4PS.

Each line ends with the natural charge from an NBO analysis.
CARTESIAN COORDINATES (ANGSTROEM)
C  1.14861  -2.45363  -3.84567  -0.2878
C  3.39913  0.52253  2.55930  -0.2124
N  -1.67108  -1.62643  2.06122  -0.4237
C  1.86642  -0.08192  0.77403  -0.1188
H  4.50320  -1.07327  3.45871  0.2129
F  -0.78080  4.56629  -1.35224  -0.6021
F  0.54392  6.30921  -0.60294  -0.5671
C  0.66860  -1.19907  -3.56642  -0.1226
H  1.89984  -4.51073  -0.53734  0.2093
H  1.71496  1.82875  -2.36381  0.2516
C  -3.80366  0.60402  -1.33564  -0.4319
C  -3.89859  4.17345  -0.93490  -0.0331
H  4.35836  -3.39291  2.76865  0.2143
S  -1.69350  1.61574  0.90113  -0.2095
C  -1.20966  -2.65125  1.15935  -0.3463
H  -1.68560  -3.60691  1.39060  0.2205
O  0.38935  -1.24568  2.95975  -0.6231
F  1.44000  4.55919  -1.84506  -0.5790
H  4.23624  -2.20529  -2.44130  0.2392
C  3.26368  -1.78817  1.85586  -0.0742
F  -0.31907  4.74801  0.86237  -0.5954
H  -4.57434  0.18336  -0.68583  0.2214
H  -0.32549  -0.91777  -3.87950  0.2273
H  0.09285  1.39457  -3.09933  0.2252
H  -0.12494  -2.73185  1.24331  0.2727
C  1.46146  -0.24645  -2.86399  -0.1512
O  -2.34366  -3.03873  -0.91351  -0.6316
Ir  0.18920  0.57903  -0.39340  1.0752
C  3.16488  -4.10159  1.14732  -0.2310
F  2.91810  -4.01664  -3.73261  -0.3078
C  -3.48418  -0.26252  2.72144  0.2317
O  -1.20849  -1.15831  -0.75565  -0.7780
C  2.43601  -2.79391  -3.43813  0.4368
H  1.14045  -2.19118  -0.77762  0.2131
H  -4.12014  0.49816  -2.37270  0.2182
C  1.84420  -2.44987  0.00029  -0.2560
C  2.44594  0.87202  1.59945  -0.2553
O  -2.95751  1.55357  4.19146  -0.5642
N  -3.60311  1.99376  -1.02648  -0.3190
H  3.46261  -5.13226  1.26612  0.2168
C  -0.77408  -0.93629  2.86383  0.7917
C  2.77356  -0.64220  -2.46855  -0.1321
N  -1.32399  0.10488  3.57406  -0.6355
C  -2.98954  -1.30218  2.02369  -0.0046
C  3.78832  -0.78812  2.69850  -0.1516
C  2.31579  -1.43269  0.85411  -0.0166
H  2.16933  1.91544  1.50344  0.2430
H  0.55535  -3.17353  -4.38696  0.2454
C  3.24678  -1.90018  -2.74425  -0.2412
H  -2.34980  4.43885  0.49913  0.4792
H  -0.66373  0.66042  4.11146  0.4385
P  0.60015  4.72718  -0.49088  2.6161
C  -2.63506  0.58108  3.55885  0.6088
H  -4.20118  5.18654  -1.07973  0.2404
C  0.98863  1.05714  -2.59433  -0.3120
H  -5.05247  2.89100  -2.31315  0.2347
C  -1.61981  -2.27179  -0.31467  0.7860
C  -2.74021  2.48824  -0.11476  0.2616
H  -2.87633  0.04837  -1.18599  0.2692
C  3.65678  -3.13446  1.98797  -0.1761
N  -2.94168  3.81496  -0.03848  -0.4735
F  -4.79026  0.04276  2.62735  -0.3080
H  3.39081  0.06774  -1.93625  0.2337
H  3.81650  1.29305  3.19053  0.2235
F  0.60376  3.03304  -0.34978  -0.6249
F  1.93674  4.73985  0.38595  -0.5704
C  -4.32050  3.03707  -1.54565  -0.0720
H  -3.61736  -1.91958  1.39346  0.2431
C  2.26931  -3.75195  0.13478  -0.1618

Atoms 1-6, force components in eV/Å:
0.3 -0.4 0.0
0.5 -0.7 0.2
0.5 0.3 0.3
-0.6 1.0 -0.3
0.0 0.0 0.0
0.3 0.1 0.0

The multiplicity is 2. The energy relative to the best compared isomer or geometry (same formula, charge and spin) is 20.24 kcal per mole. The molar mass is 874.75 g/mol. The total energy comes out at -3205.63894 hartree. Its HOMO energy (spin up / spin down) is -8.17 / -8.26 eV. The expectation value of S² is 0.8180.